Density functional theory data (ωB97M-V with the def2-TZVPD basis set) for 12 unconnected molecules or ions with the total composition C54H54F6O18 at a distorted geometry.

XYZ file:
```
132
Properties=species:S:1:pos:R:3
F 0.14235 0.70994 5.41575
C 1.20329 1.41545 4.95015
C 2.00117 0.97379 3.92372
C 3.14851 1.72512 3.70943
C 3.36432 2.93071 4.32269
C 2.47740 3.43010 5.26352
C 1.40538 2.61024 5.58255
H 1.78599 0.06319 3.41935
H 3.83880 1.29802 3.00524
H 4.25220 3.53409 4.10422
H 2.73305 4.38058 5.76337
H 0.64573 2.91386 6.30132
F -0.27711 5.80133 2.27655
C -1.12423 4.78308 2.19436
C -1.13189 3.74527 3.08219
C -1.99730 2.66700 2.86283
C -2.86170 2.72177 1.79626
C -2.90060 3.80307 0.91298
C -1.99812 4.85255 1.10463
H -0.44949 3.75450 3.93332
H -1.83942 1.81800 3.48551
H -3.42482 1.84668 1.55182
H -3.52208 3.77825 0.01351
H -1.94832 5.75083 0.47476
F 3.27525 -1.79102 -2.56477
C 2.51316 -2.84740 -2.45546
C 2.78957 -3.95409 -3.20336
C 2.04836 -5.10535 -3.08881
C 0.92443 -5.01259 -2.22023
C 0.64869 -3.86436 -1.48625
C 1.44749 -2.74997 -1.60271
H 3.73699 -3.94979 -3.72349
H 2.35966 -5.97143 -3.58808
H 0.40677 -5.94037 -2.07696
H -0.24869 -3.85611 -0.89113
H 1.33655 -1.79713 -1.05552
F -1.05864 -6.52111 3.22706
C -0.89750 -5.20834 3.33215
C -0.75212 -4.51144 2.18733
C -0.54746 -3.13682 2.21092
C -0.59062 -2.53069 3.43676
C -0.86992 -3.24428 4.65286
C -1.11980 -4.61483 4.59404
H -0.50084 -5.01791 1.31194
H -0.38270 -2.62925 1.26956
H -0.41231 -1.49622 3.46211
H -0.92918 -2.73939 5.61222
H -1.31697 -5.17144 5.52162
F -4.51232 -0.95203 0.16706
C -5.27013 -1.99910 0.64521
C -4.79199 -2.86614 1.58148
C -5.66942 -3.70045 2.15621
C -6.97964 -3.78955 1.77548
C -7.41991 -2.93395 0.77550
C -6.58026 -1.95742 0.26183
H -3.76347 -2.78947 1.94232
H -5.43689 -4.33501 2.99958
H -7.63225 -4.62892 2.02895
H -8.45978 -2.87727 0.40994
H -6.91789 -1.26165 -0.42458
F -1.82335 0.84599 -6.39075
C -0.83564 0.53945 -5.52406
C -0.86765 -0.75696 -4.97930
C 0.15027 -1.07000 -4.11861
C 1.07655 -0.12105 -3.67718
C 1.01394 1.16045 -4.17426
C 0.07616 1.48941 -5.15928
H -1.55146 -1.50853 -5.35354
H 0.16868 -2.02540 -3.73599
H 1.81852 -0.44577 -2.99709
H 1.80632 1.81555 -3.95255
H 0.09950 2.44317 -5.71510
O 5.85327 2.03374 1.55653
C 5.63604 1.83829 0.39456
O 4.45090 1.78558 -0.13686
C 4.48321 1.24755 -1.45993
C 5.99411 1.29435 -1.78235
O 6.61468 1.52631 -0.46273
H 4.04702 0.28091 -1.48956
H 3.85444 1.87389 -2.10365
H 6.42147 2.04037 -2.40111
H 6.45251 0.35772 -2.17445
O 5.66776 -2.40030 -0.96200
C 4.84029 -2.48127 -0.08958
O 4.84806 -3.49668 0.78382
C 3.64524 -3.40850 1.57260
C 3.41282 -1.89375 1.61428
O 3.86646 -1.56688 0.28471
H 2.84436 -4.03427 1.19081
H 3.88460 -3.75720 2.56276
H 4.01134 -1.35192 2.35634
H 2.32290 -1.63386 1.70706
O -2.55476 -2.18211 -1.85449
C -3.26263 -3.15916 -1.73064
O -4.29547 -3.41965 -2.50612
C -5.13312 -4.39427 -1.87363
C -4.04048 -5.09860 -1.09480
O -3.16342 -4.01716 -0.74800
H -5.85393 -3.97055 -1.17192
H -5.60461 -5.12963 -2.60486
H -3.56053 -5.79930 -1.77256
H -4.31036 -5.54852 -0.14927
O 2.70927 4.32294 -2.07194
C 2.78353 4.44532 -0.87635
O 1.80540 4.09840 -0.03848
C 2.38944 3.89263 1.26158
C 3.66845 4.71370 1.15384
O 3.85528 4.91385 -0.28431
H 1.64424 4.06539 1.95384
H 2.64044 2.82098 1.34894
H 4.53519 4.28861 1.65165
H 3.44970 5.64948 1.63962
O 1.01463 0.35716 0.75599
C 0.12805 0.67604 0.02124
O -1.01941 0.02718 0.06966
C -1.92391 0.63647 -0.89895
C -1.12130 1.93742 -1.26934
O 0.19508 1.71132 -0.79147
H -2.04173 0.02678 -1.78741
H -2.91985 0.77833 -0.45876
H -1.58773 2.85704 -0.78633
H -1.09931 2.07180 -2.37192
O -3.73008 4.80822 -2.28285
C -2.64231 5.03095 -2.71461
O -1.57881 5.67359 -2.17702
C -0.50775 5.87727 -3.07666
C -1.11246 5.30590 -4.38549
O -2.30774 4.66804 -3.98004
H -0.30454 6.87912 -3.26330
H 0.41892 5.43430 -2.71493
H -0.54003 4.53255 -4.83332
H -1.25405 6.04260 -5.10099
```

LUMO level (hartree): 0.0121
Kohn-Sham gap (eV): 9.44
E (hartree): -4043.613901
HOMO energy (eV): -9.1

=====

Density functional theory data (ωB97M-V with the def2-TZVPD basis set) for a single C20H30ClN3O3S molecule.

XYZ file:
```
58
Properties=species:S:1:pos:R:3
C -5.21460 -0.64856 0.73616
C -4.03083 -1.11797 -0.05410
C -3.92802 -2.44830 -0.43761
C -2.84154 -2.91705 -1.15318
C -1.84331 -2.02493 -1.50828
Cl -0.44275 -2.57188 -2.36975
C -1.92671 -0.68931 -1.15836
C -3.01233 -0.22914 -0.41893
N -3.11361 1.10938 0.05001
C -2.55303 1.24782 1.37750
C -1.02321 1.34224 1.31998
N -0.63863 2.43839 0.44986
C 0.62518 2.69658 0.08403
O 0.95091 3.69949 -0.53069
C 1.68593 1.67651 0.50076
N 1.59469 0.52049 -0.36837
C 2.32025 -0.68707 -0.00439
C 1.55331 -1.48950 1.05022
C 2.24967 -2.82658 1.28789
C 3.69424 -2.61011 1.72784
C 4.45092 -1.78982 0.68768
C 3.75928 -0.44807 0.45708
S 1.48690 0.87832 -2.00075
C 2.75303 2.10506 -2.39465
O 0.19817 1.46666 -2.22356
O 1.78008 -0.32244 -2.72487
C -1.72189 3.16401 -0.18172
C -2.68643 2.18093 -0.85070
H -6.11284 -1.17447 0.42169
H -5.35140 0.42038 0.60003
H -5.06902 -0.84227 1.79924
H -4.71747 -3.13423 -0.16623
H -2.76651 -3.95474 -1.43390
H -1.13670 -0.01934 -1.46008
H -2.97549 2.13633 1.85437
H -2.83322 0.37758 1.97306
H -0.62727 0.39785 0.93418
H -0.62426 1.51147 2.32864
H 1.53889 1.35753 1.53448
H 2.66359 2.17269 0.42252
H 2.33935 -1.27258 -0.92758
H 0.53318 -1.65940 0.70139
H 1.50992 -0.92921 1.98782
H 1.70799 -3.39272 2.04811
H 2.23309 -3.40536 0.36281
H 4.18722 -3.57353 1.86933
H 3.70817 -2.08390 2.68551
H 4.48578 -2.34161 -0.25364
H 5.47799 -1.62282 1.01927
H 4.30263 0.12348 -0.29889
H 3.76349 0.12395 1.38806
H 3.70923 1.73763 -2.04721
H 2.47156 3.04262 -1.92989
H 2.75082 2.19555 -3.47290
H -1.27556 3.81291 -0.93585
H -2.23777 3.78677 0.55668
H -3.58104 2.73031 -1.17152
H -2.20000 1.77399 -1.73858
```

LUMO level (hartree): 0.0221
Kohn-Sham gap (eV): 8.87
E (hartree): -2028.482839
HOMO energy (eV): -8.3

=====

Density functional theory data (ωB97M-V with the def2-TZVPD basis set) for a single C23H21N5O3S molecule at a distorted geometry.

XYZ file:
```
53
Properties=species:S:1:pos:R:3
C 3.45463 -7.32284 -4.55364
N 2.92503 -6.37927 -3.49761
C 1.68821 -5.70955 -3.51727
O 1.06723 -5.76143 -4.59923
C 1.52086 -4.85457 -2.60825
C 2.02553 -5.33647 -1.15630
C 1.81821 -4.55414 -0.03802
C 0.77858 -3.35604 -0.31983
N 0.62070 -2.44262 0.70607
C 0.03930 -1.31595 1.01619
N -0.86921 -1.08069 1.79365
N -1.21817 0.01915 2.14396
C -0.94832 1.20690 1.28850
C -1.92636 2.30263 1.75209
C -3.17855 2.32737 1.96991
C -3.89220 3.47803 2.13970
C -3.27971 4.66139 2.39943
C -4.03308 5.87470 2.90335
C -1.73373 4.74381 2.18272
S -0.78598 6.01657 2.36987
N -0.69654 6.47800 3.86493
O 0.68213 5.95113 2.01585
O -1.28800 7.11030 1.78315
C -0.98727 3.49195 1.82957
C -0.02925 1.00846 0.27224
C 0.03763 2.13390 -0.54608
C 1.24590 1.89345 -1.42593
C 1.87789 0.73816 -1.69273
C 1.67539 -0.47493 -0.70638
C 0.49592 -0.28542 0.19198
C 0.36290 -3.06433 -1.59471
C 0.76243 -3.77273 -2.60110
H 3.46436 -8.38396 -4.29318
H 4.28514 -6.99188 -5.04920
H 2.48121 -7.17862 -5.36757
H 3.60577 -6.56048 -2.74159
H 2.31643 -6.25402 -0.95033
H 1.98329 -4.61807 0.94823
H 0.46115 -2.96209 1.72958
H -3.60727 1.42937 1.74673
H -4.83889 3.44683 2.39140
H -5.06466 5.93470 2.26662
H -3.24918 6.77921 2.53608
H -3.97277 5.99833 3.86068
H -1.53489 6.84888 4.20699
H -0.36440 5.73622 4.40130
H -0.05396 3.79741 1.68999
H -0.25573 3.10977 -0.63647
H 1.38182 2.83784 -2.14351
H 2.46668 0.63678 -2.38040
H 2.26550 -1.32381 -0.76882
H -0.28024 -2.26357 -1.73629
H 0.29851 -3.74377 -3.47631
```

LUMO level (hartree): -0.0402
Kohn-Sham gap (eV): 7.00
E (hartree): -1786.118818
HOMO energy (eV): -8.1
Relative energy (zero: lowest compared OMol25 entry of this formula, charge and spin) (kcal per mole): 411.0

=====

Density functional theory data (ωB97M-V with the def2-TZVPD basis set) for a single C18H21Cl2NO2 molecule.

XYZ file:
```
44
Properties=species:S:1:pos:R:3
C -5.40751 -0.94508 -0.23771
N -4.03300 -1.37943 -0.39173
C -3.96028 -2.81684 -0.57537
C -3.18105 -0.92042 0.69506
C -1.72579 -0.83718 0.20792
O -1.69691 -0.21609 -1.05768
C -0.86949 -0.03935 1.20643
O 0.49426 -0.37040 1.16899
C 1.16121 0.06206 -0.01035
C 2.54253 -0.54455 -0.05810
C 3.09203 -1.18517 1.04271
C 4.37177 -1.70889 0.98737
C 5.10668 -1.58328 -0.17902
Cl 6.70811 -2.23315 -0.25645
C 4.57507 -0.94315 -1.28769
C 3.29501 -0.42708 -1.22105
C 1.28275 1.57468 -0.04435
C 2.00415 2.22808 0.94708
C 2.11772 3.60550 0.94314
C 1.50253 4.33264 -0.06390
Cl 1.64406 6.05692 -0.07857
C 0.77275 3.69848 -1.05545
C 0.66411 2.31878 -1.03888
H -5.88699 -1.36217 0.65960
H -5.43874 0.14170 -0.17836
H -5.97598 -1.26056 -1.11148
H -2.92811 -3.11368 -0.74688
H -4.54787 -3.09182 -1.45004
H -4.34487 -3.36941 0.29469
H -3.49850 0.08810 0.97228
H -3.24619 -1.56366 1.58593
H -1.29272 -1.84815 0.13037
H -2.54619 -0.43030 -1.47822
H -1.01929 1.03264 1.01967
H -1.18815 -0.27762 2.22427
H 0.59312 -0.26357 -0.89234
H 2.50361 -1.27735 1.94116
H 4.79727 -2.20989 1.84288
H 5.15835 -0.85249 -2.19055
H 2.87489 0.07450 -2.08033
H 2.47435 1.64820 1.72669
H 2.67848 4.11404 1.71163
H 0.29222 4.27849 -1.82775
H 0.08060 1.81592 -1.79559
```

LUMO level (hartree): 0.0259
Kohn-Sham gap (eV): 9.39
E (hartree): -1824.113789
HOMO energy (eV): -8.7
Relative energy (zero: lowest compared OMol25 entry of this formula, charge and spin) (kcal per mole): 0.0

=====

Density functional theory data (ωB97M-V with the def2-TZVPD basis set) for a molecular structure, C7H9IO at a distorted geometry.

XYZ file:
```
18
Properties=species:S:1:pos:R:3
C 1.15552 -1.29627 -0.05709
C 0.12772 -1.89758 0.55704
C 0.50452 -0.44571 -1.07309
C -1.09708 -1.28665 -0.11175
C -0.07935 0.84905 -0.35747
C -1.12227 0.29959 0.52017
C 0.84040 1.88615 0.36138
O -0.70615 -1.10151 -1.40124
I -3.05251 1.17466 0.29493
H 2.20820 -1.56246 0.23068
H 0.33972 -2.69512 1.36520
H 0.96666 -0.20560 -2.04236
H -2.15380 -1.59171 0.00785
H -0.53760 1.33036 -1.26817
H -0.78791 0.18179 1.60680
H 1.03787 1.58373 1.36133
H 0.53084 2.89160 0.09760
H 1.82523 1.88568 -0.09181
```

LUMO level (hartree): 0.0201
Kohn-Sham gap (eV): 9.63
E (hartree): -644.973181
HOMO energy (eV): -9.1
Relative energy (zero: lowest compared OMol25 entry of this formula, charge and spin) (kcal per mole): 53.9

=====

Density functional theory data (ωB97M-V with the def2-TZVPD basis set) for a molecular structure, C7H2N2O7RuS3Sb.

XYZ file:
```
23
Properties=species:S:1:pos:R:3
Ru -1.94077 1.36296 -1.90881
S -2.32481 2.92550 -0.52033
Sb -4.20673 2.82915 -2.28885
S -3.98511 0.42034 -2.03465
S -2.42614 2.69457 -3.80202
O 1.61972 -0.18821 -2.93624
C 0.72041 0.09590 -2.19900
O -0.32333 0.80985 -2.68632
C 0.74999 -0.22877 -0.74633
C 1.96985 -0.57421 -0.18414
C 2.03807 -0.92434 1.14596
C 0.90613 -0.93867 1.94519
C -0.28863 -0.57990 1.37966
C -0.42040 -0.24636 0.02092
O -1.60657 -0.03767 -0.49364
N -1.46991 -0.51700 2.25431
O -2.20479 0.43965 2.13022
O -1.60707 -1.40907 3.06711
N 3.33173 -1.28484 1.73772
O 3.33917 -1.60049 2.91124
O 4.30739 -1.25646 1.01724
H 2.86011 -0.57720 -0.79748
H 0.96169 -1.21474 2.98822
```

LUMO level (alpha / beta) (hartree): -0.1258 / -0.1294
Kohn-Sham gap (alpha / beta) (eV): 6.21 / 5.98
E (hartree): -2433.690462
HOMO energy (alpha / beta) (eV): -9.6 / -9.5
Relative energy (zero: lowest compared OMol25 entry of this formula, charge and spin) (kcal per mole): 0.0
Spin multiplicity: 2

=====

Density functional theory data (ωB97M-V with the def2-TZVPD basis set) for 13 unconnected molecules or ions with the total composition C26H78O13 at a distorted geometry.

XYZ file:
```
117
Properties=species:S:1:pos:R:3
C 0.84653 -4.19421 1.28540
C 0.78492 -5.60470 1.83706
O 1.36219 -5.56152 3.14543
H 1.86895 -3.82028 1.33944
H 0.17042 -3.52968 1.82334
H 0.44988 -4.16201 0.27065
H 1.42363 -6.27632 1.26343
H -0.20790 -6.05440 1.85102
H 1.39988 -6.43883 3.53337
C -0.40865 4.31005 -3.76461
C -0.78746 4.39359 -2.30564
O 0.29318 3.97432 -1.44515
H 0.46034 4.94450 -3.93899
H -1.26018 4.63430 -4.36281
H -0.16795 3.28717 -4.05425
H -1.60180 3.69561 -2.11125
H -1.09502 5.39929 -2.01917
H -0.06601 3.84087 -0.56493
C 3.72332 -1.98491 -1.05056
C 4.59720 -1.61015 0.17455
O 5.68643 -2.43383 0.39793
H 3.21454 -2.92069 -0.81911
H 4.34963 -2.09851 -1.93538
H 3.06116 -1.16982 -1.34259
H 3.98368 -1.59164 1.07531
H 4.91274 -0.58527 -0.02082
H 6.26468 -1.99505 1.02618
C 2.76806 0.32205 -5.90956
C 3.07943 -0.50172 -4.59704
O 2.03657 -0.28097 -3.65085
H 2.53573 1.36825 -5.71063
H 1.85017 -0.01114 -6.39390
H 3.58301 0.25574 -6.63036
H 4.03431 -0.22137 -4.15241
H 3.12989 -1.56213 -4.84417
H 2.18824 0.59494 -3.28841
C -2.56422 0.37445 -4.84703
C -1.21981 0.00766 -4.18947
O -0.34126 -0.57461 -5.08384
H -3.16582 -0.52718 -4.96208
H -2.44784 0.86133 -5.81528
H -3.24170 0.94704 -4.21357
H -1.37824 -0.64600 -3.33173
H -0.67608 0.84222 -3.74678
H 0.52152 -0.59615 -4.66343
C -3.80250 0.77018 4.17413
C -2.94466 1.02752 2.90326
O -2.82560 2.33446 2.53295
H -3.59886 1.53311 4.92551
H -3.56792 -0.24517 4.49372
H -4.88107 0.85073 4.03884
H -3.32172 0.45706 2.05445
H -1.96499 0.58822 3.09135
H -3.69975 2.62202 2.25948
C 0.22697 0.64215 -0.07084
C -0.19018 -0.83032 -0.17134
O -0.65511 -1.20354 1.14478
H 0.65158 1.03361 -0.99527
H 1.04998 0.63476 0.64380
H -0.61133 1.28574 0.19588
H 0.70287 -1.34487 -0.52605
H -0.95658 -0.88090 -0.94474
H 0.08532 -1.20194 1.75581
C -0.71631 -2.80711 4.89996
C -1.57670 -4.05410 5.22194
O -2.30650 -3.79753 6.37774
H 0.01516 -2.53046 5.65925
H -1.25003 -1.91902 4.56153
H -0.10010 -3.04523 4.03296
H -0.95576 -4.94341 5.32991
H -2.22139 -4.13521 4.34678
H -3.04197 -3.19674 6.23722
C 0.74710 5.03447 1.98025
C -0.75237 5.00514 1.57676
O -0.95354 3.73510 0.94899
H 0.96930 4.35359 2.80191
H 0.92892 6.04539 2.34504
H 1.36566 4.83718 1.10472
H -0.88701 5.76660 0.80853
H -1.45514 5.19127 2.38890
H -1.48599 3.25712 1.58902
C 4.38224 2.04036 -2.33666
C 3.18330 2.99963 -2.33540
O 2.05213 2.43943 -2.94505
H 4.60426 1.75881 -3.36601
H 4.26758 1.15826 -1.70669
H 5.23738 2.56187 -1.90668
H 3.37429 3.91308 -2.89863
H 2.90585 3.28362 -1.32028
H 1.30920 2.97556 -2.65832
C -3.91564 -3.66153 -0.23261
C -2.99459 -3.79481 0.96458
O -3.09871 -2.59681 1.75858
H -3.53896 -2.89232 -0.90679
H -4.94489 -3.41345 0.02664
H -3.83090 -4.56191 -0.84107
H -1.93537 -3.89338 0.72698
H -3.33886 -4.63069 1.57358
H -2.34496 -2.04057 1.54869
C -3.30663 0.89883 -1.24083
C -4.23925 2.10774 -1.24656
O -4.65569 2.42148 -2.55952
H -3.02815 0.66027 -0.21437
H -2.40822 1.23638 -1.75756
H -3.71336 -0.00643 -1.69159
H -3.78542 2.98227 -0.78037
H -5.10131 1.91954 -0.60661
H -4.96213 1.60857 -2.96801
C 3.49441 0.03429 3.74923
C 2.02657 -0.32512 3.77381
O 1.63407 -1.30551 2.88868
H 3.71809 0.34559 2.72886
H 4.12104 -0.84417 3.90338
H 3.73823 0.82798 4.45543
H 1.42682 0.56221 3.57121
H 1.62192 -0.61694 4.74294
H 2.07558 -2.12232 3.13260
```

LUMO level (alpha / beta) (hartree): 0.0788 / 0.0774
Kohn-Sham gap (alpha / beta) (eV): 1.47 / 9.71
E (hartree): -2015.356504
Net charge: -1
HOMO energy (alpha / beta) (eV): 0.7 / -7.6
Relative energy (zero: lowest compared OMol25 entry of this formula, charge and spin) (kcal per mole): 3.0
Spin multiplicity: 2